Here is CCrF3MgNO3S3 as an isolated structure at a distorted geometry from OMol25. Energies are from ωB97M-V with the def2-TZVPD basis set.

CARTESIAN COORDINATES (ANGSTROEM)
Cr -2.21 0.71 -1.04
S -1.47 -0.50 1.66
S 0.55 0.04 -0.22
S -1.23 -1.02 -3.04
Mg -1.77 -2.03 -0.52
F 1.28 1.30 2.01
F 2.70 -0.13 1.23
F 2.44 1.78 0.25
O -0.39 1.22 -0.46
O 1.14 -0.55 -1.92
O -2.65 -0.51 0.49
N -0.21 -1.12 0.63
C 1.83 0.81 0.91

The expectation value of S² is 6.03. The HOMO-LUMO gap (spin up / spin down) comes out at 5.196 / 5.301 eV. The calculation puts the LUMO energy (spin up / spin down) at -1.52 / -1.52 eV. Its energy above the lowest of the compared OMol25 structures with the same formula, charge and spin is 2.75 kcal/mol. The spin multiplicity is 5.

---

Here is a 2-piece molecular cluster, CF2N2 overall at a distorted geometry from OMol25. Energies are from ωB97M-V with the def2-TZVPD basis set.

CARTESIAN COORDINATES (ANGSTROEM)
F -2.29 0.78 0.04
F 2.61 0.50 -0.05
N 0.52 -0.67 0.09
N -2.35 -0.50 -0.11
C 1.51 -0.11 0.02

The HOMO-LUMO gap (spin up / spin down) comes out at 9.959 / 9.901 eV. The calculation puts the LUMO energy (spin up / spin down) at -0.17 / -0.20 eV. Its energy above the lowest of the compared OMol25 structures with the same formula, charge and spin is 118.64 kcal/mol. The spin multiplicity is 1.

---

Here is a 2-piece molecular cluster, CF2N4 overall at a distorted geometry from OMol25. Energies are from ωB97M-V with the def2-TZVPD basis set.

CARTESIAN COORDINATES (ANGSTROEM)
F -1.07 2.29 0.77
F 0.30 -2.27 0.57
N -2.61 0.84 -0.37
N 1.78 -0.88 -0.36
N 0.65 -1.06 0.04
N 2.75 -0.46 -0.73
C -1.80 1.54 0.08

The HOMO-LUMO gap comes out at 9.985 eV. The calculation puts the LUMO energy at -0.55 eV. Its energy above the lowest of the compared OMol25 structures with the same formula, charge and spin is 20.36 kcal/mol. The spin multiplicity is 1.

---

Here is a 2-piece molecular cluster, CF3NO2 overall at a distorted geometry from OMol25. Energies are from ωB97M-V with the def2-TZVPD basis set.

CARTESIAN COORDINATES (ANGSTROEM)
F -1.17 -0.20 -1.26
F -1.48 -0.91 0.78
F -1.24 1.24 0.38
O 1.53 -1.14 0.11
O 1.56 1.04 0.18
N 1.11 -0.04 0.10
C -0.91 0.01 0.03

The HOMO-LUMO gap comes out at 10.513 eV. The calculation puts the LUMO energy at -0.08 eV. Its energy above the lowest of the compared OMol25 structures with the same formula, charge and spin is 23.53 kcal/mol. The spin multiplicity is 1.

---

Here is a 2-piece molecular cluster, CF3NO2S overall at a distorted geometry from OMol25. Energies are from ωB97M-V with the def2-TZVPD basis set.

CARTESIAN COORDINATES (ANGSTROEM)
S 1.55 1.28 0.43
F -2.43 0.48 1.15
F -1.46 -1.00 -0.27
F -2.14 0.92 -0.94
O 1.23 -1.13 0.35
O 3.03 -0.46 -0.69
N 2.03 -0.31 -0.06
C -1.81 0.22 0.03

The HOMO-LUMO gap (spin up / spin down) comes out at 10.673 / 5.661 eV. The calculation puts the LUMO energy (spin up / spin down) at -0.06 / -3.08 eV. Its energy above the lowest of the compared OMol25 structures with the same formula, charge and spin is 116.34 kcal/mol. The spin multiplicity is 1.

---

Here is a 2-piece molecular cluster, CF4NO overall at a distorted geometry from OMol25. Energies are from ωB97M-V with the def2-TZVPD basis set.

CARTESIAN COORDINATES (ANGSTROEM)
F 2.36 0.41 0.16
F -1.52 -0.93 -0.12
F 0.43 -0.96 -1.02
F 0.29 -0.95 1.06
O -1.05 1.86 -0.02
N -0.27 -0.45 -0.01
C -0.24 1.02 -0.05

The HOMO-LUMO gap (spin up / spin down) comes out at 11.992 / 8.524 eV. The calculation puts the LUMO energy (spin up / spin down) at -8.67 / -9.00 eV. Its energy above the lowest of the compared OMol25 structures with the same formula, charge and spin is 128.39 kcal/mol. The charge is +1. The spin multiplicity is 1.